DFT (wB97M-V/def2-TZVPD) results for C21H26N2O4 in the gas phase.

**SMILES**: CCCC(=O)Nc1ccccc1NC(=O)c1ccc(OCC)c(OCC)c1
**Calculated total energy**: -1226.32473 Eh
**Energy relative to the best compared isomer or geometry (same formula, charge and spin)**: 42.08 kcal/mol
**HOMO energy**: -7.99 eV
**Orbital gap**: 8.669 eV
**Maximum force**: 0.667 eV Å⁻¹

Each line ends with the Mulliken charge.
CARTESIAN COORDINATES (ANGSTROEM)
C1 -5.646 -2.774 0.233  -1.140
C2 -4.301 -3.413 0.560  -0.315
H1 -4.466 -4.337 1.118  0.353
H2 -3.784 -3.668 -0.366  0.300
C3 -3.393 -2.498 1.393  -0.863
C4 -2.981 -1.286 0.582  0.537
O1 -2.056 -1.334 -0.213  -0.709
N1 -3.737 -0.189 0.814  -0.122
C5 -3.795 1.079 0.182  0.442
C6 -5.065 1.645 0.101  -0.572
C7 -5.265 2.896 -0.445  -0.788
C8 -4.177 3.610 -0.919  -0.742
C9 -2.911 3.068 -0.843  -0.516
C10 -2.689 1.804 -0.291  0.597
N2 -1.405 1.278 -0.212  0.055
C11 -0.231 1.972 -0.161  0.261
O2 -0.156 3.184 -0.089  -0.661
C12 0.980 1.104 -0.155  0.375
C13 2.135 1.620 0.419  -0.648
C14 3.325 0.907 0.467  0.293
C15 3.364 -0.384 -0.098  1.446
C16 2.213 -0.878 -0.702  -0.493
C17 1.033 -0.159 -0.733  -1.496
H3 0.177 -0.596 -1.222  0.538
H4 2.219 -1.859 -1.151  0.337
O3 4.531 -1.096 0.013  -0.467
C18 4.715 -2.279 -0.737  -0.493
C19 4.920 -2.010 -2.225  -1.071
H5 5.102 -2.947 -2.745  0.389
H6 4.045 -1.530 -2.656  0.340
H7 5.777 -1.355 -2.368  0.295
H8 5.621 -2.720 -0.311  0.398
H9 3.886 -2.978 -0.576  0.334
O4 4.343 1.545 1.107  -0.451
C20 5.696 1.189 0.879  -0.087
C21 6.554 2.304 1.459  -1.418
H10 7.606 2.071 1.320  0.401
H11 6.326 3.245 0.964  0.341
H12 6.348 2.414 2.520  0.326
H13 5.929 0.237 1.369  0.261
H14 5.884 1.085 -0.196  0.303
H15 2.114 2.610 0.849  0.467
H16 -1.360 0.259 -0.207  0.221
H17 -2.060 3.626 -1.193  0.451
H18 -4.314 4.591 -1.347  0.398
H19 -6.261 3.309 -0.495  0.373
H20 -5.910 1.085 0.479  0.327
H21 -4.535 -0.341 1.418  0.312
H22 -3.900 -2.201 2.313  0.313
H23 -2.485 -3.044 1.651  0.317
H24 -6.274 -3.482 -0.303  0.381
H25 -6.168 -2.485 1.144  0.281
H26 -5.518 -1.895 -0.395  0.287